DFT (the ωB97M-V functional and the def2-TZVPD basis) results for C33H50HgN7OPS3Si2 as an isolated structure at a distorted geometry.

Properties
Maximum force in eV/Å: 3.68
Expectation value of S²: 0.77
HOMO-LUMO gap (spin up / spin down) in Ha: 0.2017 / 0.1889
Relative energy (zero: lowest compared OMol25 entry of this formula, charge and spin) in kJ/mol: 59.0

The geometry in ORCA input format:
```
! RIJCOSX wB97M-V def2-TZVPD def2/J DEFGRID3
* xyz -1 2
Hg 1.23 -0.60 -0.18
S -5.24 -2.47 0.36
S -2.23 -1.37 -0.66
S 0.10 3.24 -1.47
P -4.17 -1.07 -0.50
Si 1.01 1.18 3.22
Si 1.23 -2.21 3.46
O 0.76 -3.49 -1.35
N 1.90 5.19 -0.74
N 2.50 -0.29 -2.78
N 3.33 -0.18 0.98
N 0.14 -5.32 0.00
N 1.88 -0.07 -4.95
N -0.10 5.92 -1.22
N 1.41 -5.57 -2.01
C 4.51 -0.20 0.37
C 2.53 -1.31 -4.82
C -6.14 -0.65 -2.34
C 2.12 -3.58 2.47
C 0.64 7.16 -1.08
C 1.66 1.67 4.89
C -5.79 0.15 -4.63
C 1.82 -0.50 2.95
C -6.65 -0.20 -3.56
C 3.13 -0.52 2.33
C 2.05 6.62 -0.62
C -0.90 1.17 3.12
C 0.64 4.80 -1.10
C 0.76 -4.74 -1.15
C -4.42 0.18 -4.36
C 1.84 0.46 -3.69
C -3.95 2.87 0.53
C 2.90 -1.43 -3.51
C -3.70 1.63 -0.07
C 5.54 -0.88 2.47
C 5.68 -0.49 1.12
C -4.89 3.00 1.58
C 1.84 -6.94 -1.72
C -0.58 -2.42 3.02
C 4.30 -0.89 3.06
C 1.48 -2.35 5.38
C -4.77 -0.63 -2.13
C -4.39 0.50 0.37
C -5.49 1.84 2.06
C 1.32 0.50 -6.14
C 1.41 2.53 2.01
C -3.89 -0.20 -3.08
C -5.18 0.61 1.50
H 2.74 1.51 4.78
H -6.22 0.40 -5.62
H 2.83 -7.10 -2.24
H -1.22 2.20 3.36
H 1.19 -7.63 -2.24
H 1.32 0.93 5.67
H 0.19 0.57 -5.94
H 1.57 -3.40 5.73
H 1.53 -0.22 -6.94
H 4.47 0.00 -0.66
H 1.35 3.52 2.40
H -3.71 0.43 -5.17
H 1.86 -7.12 -0.66
H -1.31 0.55 3.92
H -0.19 -6.27 -0.12
H -3.03 1.50 -0.93
H 0.66 2.56 1.18
H -2.79 -0.22 -2.89
H 1.94 -3.35 1.40
H -0.74 -2.34 1.93
H -6.24 1.86 2.89
H 2.85 6.95 -1.31
H 1.83 -5.18 -2.83
H 2.37 2.35 1.50
H -6.87 -0.90 -1.53
H 6.64 -0.51 0.61
H 1.76 -4.58 2.69
H -5.66 -0.29 1.88
H 1.44 1.45 -3.49
H 2.60 4.56 -0.43
H -3.37 3.69 0.17
H -7.76 -0.14 -3.71
H 0.55 -1.95 5.88
H -1.29 0.73 2.16
H 1.78 1.48 -6.25
H -1.30 -1.74 3.45
H -0.95 -3.46 3.25
H 2.27 6.92 0.42
H -5.10 4.03 1.84
H 0.68 7.69 -2.03
H 3.19 -3.55 2.65
H 2.23 -1.68 5.75
H 3.37 -2.22 -2.97
H 2.82 -1.95 -5.71
H 0.23 7.85 -0.31
H -0.59 -4.68 0.37
H -1.06 5.84 -1.58
H 4.13 -1.17 4.11
H 1.41 2.64 5.24
H 6.44 -1.20 3.01
*
```